Entry 1:
An isolated molecule of C8H12S at a distorted geometry, computed with ωB97M-V with the def2-TZVPD basis set.

Geometry as XYZ:
```
21
C8H12S (ωB97M-V with the def2-TZVPD basis set)
C 0.834 1.339 -0.626
C 0.410 0.147 -0.192
C 1.607 -0.740 0.301
C 1.330 -1.813 1.015
C 2.292 1.556 -0.683
C -1.654 -0.386 1.279
C -1.924 0.213 -1.134
C -1.063 -0.518 -0.106
S 3.088 0.054 -0.008
H 0.251 2.170 -1.024
H 2.110 -2.315 1.478
H 0.407 -2.076 1.307
H 2.701 1.514 -1.652
H 2.675 2.504 -0.292
H -1.327 0.425 1.708
H -1.550 -1.135 2.023
H -2.799 -0.448 1.160
H -1.777 1.285 -1.122
H -2.909 -0.001 -0.929
H -1.821 -0.189 -2.159
H -0.882 -1.583 -0.343
```

As for the strongest force on any atom: 5.9 eV/A. As for the SMILES: C=C1SCC=C1C(C)C. The energy above the lowest of the compared OMol25 structures with the same formula, charge and spin is 45.8 kcal per mole. As for the LUMO energy: 0.0333 Eh. The HOMO energy comes out at -7.925 eV. The spin multiplicity is 1.



Entry 2:
An isolated molecule of C5H13N3O at a distorted geometry, computed with ωB97M-V with the def2-TZVPD basis set.

Geometry as XYZ:
```
22
C5H13N3O (ωB97M-V with the def2-TZVPD basis set)
C 2.060 0.235 0.941
C 0.302 0.948 -0.802
C 0.619 0.563 0.630
O 0.564 2.309 -1.049
H -0.248 2.813 -0.898
H 0.894 0.361 -1.513
H 0.209 1.298 1.327
H 2.455 -0.541 0.286
H 2.656 1.130 0.759
H 2.158 -0.092 1.976
N -0.449 -0.682 0.711
N -0.894 -0.915 2.033
N -0.039 -1.906 0.108
C -1.195 0.562 -0.900
C -1.741 0.013 -2.003
H -1.764 -1.440 1.985
H -0.207 -1.486 2.528
H -0.576 -2.042 -0.743
H 0.946 -1.906 -0.151
H -1.813 1.199 -0.278
H -1.156 -0.575 -2.696
H -2.780 0.155 -2.252
```

As for the strongest force on any atom: 3.1 eV/A. As for the SMILES: C=C[C@@H](O)[C@H](C)N(N)N. The energy above the lowest of the compared OMol25 structures with the same formula, charge and spin is 105.8 kcal per mole. As for the LUMO energy: 0.0340 Eh. The HOMO energy comes out at -8.166 eV. The spin multiplicity is 1.